Computed, not measured: a gas-phase ion, C2H3FN3 (charge +1) at a distorted geometry, with ωB97M-V with the def2-TZVPD basis set.

Each line ends with the natural charge from an NBO analysis.
CARTESIAN COORDINATES (ANGSTROEM)
F1 -2.72609 -0.09202 0.04153  -0.1536
N1 -1.41312 -0.34391 -0.06195  0.2013
N2 1.32201 -0.31947 0.00775  -0.2300
N3 -0.68886 0.68419 0.08559  -0.1942
C1 1.38964 -1.46208 0.02361  0.3821
C2 0.64945 0.78224 -0.06335  -0.0282
H1 0.97036 1.64498 -0.44087  0.2448
H2 -1.21834 1.61856 0.05521  0.4538
H3 1.71496 -2.51249 0.35248  0.3239

Properties
M	88.065	g/mol
LUMO energy	-0.216	Eh
total charge	+1
total energy	-9296.74126	eV
ΔE to the lowest compared entry with this formula, charge and spin	70.4	kcal/mol
gap between HOMO and LUMO	8.13	eV

Computed, not measured: a molecular structure, C14H20Cl3NO3Pb at a distorted geometry, with ωB97M-V with the def2-TZVPD basis set.

Each line ends with the natural charge from an NBO analysis.
CARTESIAN COORDINATES (ANGSTROEM)
Pb1 0.46311 -2.01864 -1.82005  1.1900
Cl1 -1.53613 -0.55647 -2.25663  -0.7133
Cl2 1.48248 -1.48255 -4.13851  -0.7862
Cl3 2.14736 -0.64308 -0.47185  -0.7395
O1 -0.54301 -2.33427 2.02708  -0.6918
O2 -2.31572 -0.64474 0.55207  -0.9551
O3 0.10314 -5.62922 -1.11863  -0.6518
N1 -0.01599 -3.70852 0.20481  -0.6988
C1 -0.53024 -4.76516 2.28056  -0.5180
C2 -0.35534 -3.43946 1.50322  0.6782
C3 -0.15391 -5.82784 1.29497  -0.5204
C4 -1.51404 1.81284 1.61751  -0.4332
C5 0.76796 2.17672 0.74878  0.0278
C6 -0.66422 2.15357 0.58471  -0.0008
C7 -0.00631 -5.07210 -0.03721  0.6701
C8 1.34637 2.59076 -0.46558  0.0052
C9 1.47358 1.83737 1.98872  -0.6645
C10 0.53962 3.02192 -2.87261  -0.6465
C11 -0.93276 2.51779 -0.81445  -0.0330
C12 2.77602 2.85647 -0.68456  -0.6441
C13 -2.24811 2.69011 -1.44902  -0.6437
C14 0.31228 2.72944 -1.44470  0.0106
H1 -1.57770 -1.03272 1.06815  0.4905
H2 0.61162 4.10199 -3.05839  0.1918
H3 2.97776 3.93882 -0.71346  0.1890
H4 -2.24985 0.29034 0.87693  0.4478
H5 3.36216 2.42845 0.13759  0.2230
H6 -1.58137 -4.87055 2.57439  0.2066
H7 -2.28408 2.18048 -2.42537  0.2455
H8 -3.02803 2.28240 -0.79556  0.2134
H9 0.74310 1.56492 2.75631  0.2040
H10 -2.47419 2.33008 1.75661  0.2046
H11 -2.47317 3.75790 -1.62110  0.1804
H12 -1.13686 1.13244 2.38967  0.2185
H13 1.47258 2.54826 -3.19739  0.2288
H14 2.15403 0.99103 1.82591  0.2496
H15 0.81218 -6.26919 1.56249  0.2052
H16 -0.28193 2.61573 -3.47090  0.2362
H17 -0.90132 -6.60854 1.21234  0.2026
H18 0.10502 -4.76588 3.16500  0.2037
H19 2.04474 2.69665 2.36383  0.1867
H20 3.10917 2.42248 -1.63568  0.2309

Properties
M	563.877	g/mol
LUMO energy	0.173	Eh
total charge	-2
total energy	-65294.23622	eV
ΔE to the lowest compared entry with this formula, charge and spin	0.0	kcal/mol
gap between HOMO and LUMO	5.81	eV

Computed, not measured: C8H14S2Si in the gas phase at a distorted geometry, with ωB97M-V with the def2-TZVPD basis set.

Each line ends with the natural charge from an NBO analysis.
CARTESIAN COORDINATES (ANGSTROEM)
S1 -0.06616 -1.19483 2.55560  0.5741
S2 -1.65914 2.84472 1.63691  0.4906
Si1 0.11352 -1.33304 -0.46623  1.5021
C1 -0.56754 -0.03793 3.78575  -0.5494
C2 -0.39149 4.05542 0.82262  -0.7059
C3 -0.82422 1.29884 3.68631  -0.3028
C4 1.52027 -0.63981 -1.59439  -1.0803
C5 -1.40709 -1.05929 -1.70500  -1.0502
C6 -0.67982 2.10578 2.65611  -0.1883
C7 0.44685 -3.26872 -0.29800  -1.0877
C8 -0.05274 -0.36332 1.14390  -0.8485
H1 0.01531 3.54998 -0.04136  0.2374
H2 1.15522 -3.10906 0.59229  0.2203
H3 -1.34690 -2.02637 -2.15822  0.2244
H4 0.44081 4.08077 1.47106  0.2320
H5 -0.47496 -3.79716 0.01366  0.2301
H6 -1.06337 1.65004 4.63320  0.2708
H7 -2.45342 -1.00215 -1.19825  0.2255
H8 -0.77169 -0.48233 4.75318  0.2180
H9 -0.91276 5.02958 0.85721  0.2279
H10 1.26103 0.05268 -2.31276  0.2278
H11 0.86969 -3.90787 -1.01199  0.2360
H12 1.94238 -1.44613 -2.23259  0.2367
H13 2.16427 -0.07866 -0.96162  0.2310
H14 -1.30850 -0.21408 -2.35932  0.2287

Properties
M	202.420	g/mol
LUMO energy	-0.009	Eh
total energy	-38065.08944	eV
ΔE to the lowest compared entry with this formula, charge and spin	15.0	kcal/mol
gap between HOMO and LUMO	7.16	eV